[1]
{
  "formula": "C24H38Cl4O15",
  "method": "ωB97M-V with the def2-TZVPD basis set",
  "smiles": "C[C@H]1COC(=O)O1.C[C@H]1COC(=O)O1.C[C@H]1COC(=O)O1.C[C@H]1COC(=O)O1.C[C@H]1COC(=O)O1.ClCCCl.ClCCCl",
  "orbital_gap_ev": 10.5,
  "charge": 0,
  "homo_energy_ev": -10.4,
  "total_energy_ha": -3906.72307,
  "symbols": ["C", "C", "C", "O", "C", "O", "O", "H", "H", "H", "H", "H", "H", "C", "C", "C", "O", "C", "O", "O", "H", "H", "H", "H", "H", "H", "C", "C", "C", "O", "C", "O", "O", "H", "H", "H", "H", "H", "H", "C", "C", "C", "O", "C", "O", "O", "H", "H", "H", "H", "H", "H", "C", "C", "C", "O", "C", "O", "O", "H", "H", "H", "H", "H", "H", "Cl", "C", "C", "Cl", "H", "H", "H", "H", "Cl", "C", "C", "Cl", "H", "H", "H", "H"],
  "xyz": [[-1.72, -0.90, 3.23], [-3.14, -0.55, 2.74], [-4.06, -0.14, 3.89], [-4.70, 1.08, 3.44], [-4.13, 1.46, 2.26], [-4.44, 2.45, 1.69], [-3.19, 0.55, 1.88], [-1.23, -0.11, 3.78], [-1.15, -1.25, 2.37], [-1.77, -1.80, 3.85], [-3.58, -1.45, 2.29], [-3.54, 0.16, 4.80], [-4.80, -0.92, 4.05], [4.00, -0.58, 2.19], [5.24, 0.24, 2.56], [5.23, 1.73, 2.20], [5.17, 2.32, 3.54], [5.45, 1.39, 4.47], [5.53, 1.59, 5.64], [5.61, 0.19, 3.92], [3.86, -0.61, 1.11], [3.06, -0.12, 2.49], [4.13, -1.60, 2.54], [6.05, -0.17, 1.94], [4.31, 2.03, 1.72], [6.09, 2.21, 1.74], [-1.09, 0.14, -0.61], [-0.17, -0.94, -1.18], [1.07, -0.33, -1.83], [2.10, -1.17, -1.28], [1.67, -1.86, -0.23], [2.25, -2.71, 0.38], [0.35, -1.63, -0.04], [-1.59, 0.65, -1.43], [-0.57, 0.84, 0.03], [-1.82, -0.36, 0.02], [-0.63, -1.73, -1.79], [1.31, 0.69, -1.52], [1.10, -0.32, -2.92], [-1.53, 2.99, 3.12], [-0.81, 2.87, 1.77], [-0.17, 4.14, 1.20], [1.18, 3.71, 0.98], [1.29, 2.39, 1.16], [2.25, 1.74, 0.85], [0.21, 1.89, 1.78], [-2.55, 3.33, 2.99], [-0.99, 3.75, 3.70], [-1.58, 2.07, 3.69], [-1.64, 2.60, 1.10], [-0.04, 5.01, 1.84], [-0.63, 4.48, 0.27], [-3.91, -1.10, -2.27], [-4.78, -2.33, -2.50], [-5.10, -2.54, -4.03], [-4.45, -3.77, -4.30], [-3.79, -4.24, -3.20], [-3.08, -5.19, -3.21], [-4.13, -3.51, -2.14], [-2.85, -1.26, -2.48], [-3.90, -0.64, -1.28], [-4.21, -0.29, -2.95], [-5.76, -2.36, -2.02], [-4.75, -1.67, -4.59], [-6.17, -2.68, -4.18], [-3.59, 3.14, -5.19], [-2.16, 2.45, -6.07], [-0.85, 2.76, -5.36], [-0.88, 2.14, -3.71], [-2.21, 2.83, -7.08], [-2.32, 1.37, -6.09], [-0.70, 3.83, -5.30], [-0.05, 2.19, -5.83], [5.65, -4.74, 1.15], [6.50, -4.14, -0.33], [5.67, -2.98, -0.85], [6.16, -2.52, -2.50], [6.77, -4.95, -1.00], [7.43, -3.78, 0.12], [5.60, -2.16, -0.13], [4.64, -3.28, -0.99]],
  "mulliken_charge": [-1.06, 0.40, -0.58, -0.38, 0.29, -0.50, 0.09, 0.26, 0.07, 0.47, 0.36, 0.31, 0.32, -1.11, 0.64, 0.03, -0.38, 0.65, -0.57, -0.38, 0.16, 0.29, 0.41, 0.15, -0.11, 0.27, -0.97, 0.62, -0.33, -0.41, 0.60, -0.53, -0.42, 0.50, 0.01, -0.06, 0.45, 0.18, 0.31, -1.79, 1.36, -0.48, -0.36, 0.37, -0.58, -0.19, 0.33, 0.57, 0.12, -0.01, 0.32, 0.24, -0.94, 0.42, -0.41, -0.35, 0.65, -0.52, -0.38, 0.18, 0.08, 0.39, 0.36, 0.24, 0.30, -0.18, -0.45, -0.53, -0.06, 0.35, 0.28, 0.32, 0.29, -0.20, -0.47, 0.17, -0.24, 0.39, 0.26, -0.05, 0.12]
}

[2]
{
  "formula": "CH4NO2P",
  "method": "ωB97M-V with the def2-TZVPD basis set",
  "orbital_gap_ev": [8.8, 8.8],
  "charge": 0,
  "homo_energy_ev": [-10.6, -10.6],
  "total_energy_ha": -587.04788,
  "symbols": ["C", "N", "O", "O", "P", "H", "H", "H", "H"],
  "xyz": [[-0.08, -0.05, 1.41], [0.43, 0.05, -1.38], [1.93, -1.60, -0.01], [-0.73, -1.76, 0.27], [0.61, -0.99, -0.05], [0.10, -0.27, 2.41], [-0.78, 0.68, 1.37], [1.49, 0.07, -1.66], [0.00, 1.00, -1.44]],
  "mulliken_charge": [-0.40, -0.60, -0.62, -0.51, 0.99, 0.30, 0.29, 0.29, 0.27]
}

[3]
{
  "formula": "C31H44N6O2S3Y",
  "method": "ωB97M-V with the def2-TZVPD basis set",
  "orbital_gap_ev": 9.2,
  "charge": 3,
  "homo_energy_ev": -16.3,
  "total_energy_ha": -2918.96423,
  "symbols": ["Y", "C", "C", "N", "C", "C", "C", "C", "C", "C", "C", "N", "C", "C", "N", "N", "H", "H", "H", "H", "H", "H", "H", "H", "H", "H", "H", "H", "H", "H", "H", "H", "H", "H", "O", "S", "C", "C", "C", "C", "S", "O", "C", "C", "C", "C", "C", "C", "C", "C", "C", "C", "C", "C", "H", "H", "H", "H", "H", "H", "H", "H", "H", "H", "H", "H", "H", "H", "H", "H", "H", "H", "C", "N", "C", "C", "N", "C", "S", "H", "H", "H", "H", "H", "H", "H", "H"],
  "xyz": [[-0.37, 0.98, 0.21], [1.52, 3.72, 0.50], [2.35, 2.63, 1.15], [1.53, 1.53, 1.73], [1.02, 1.81, 3.09], [-0.23, 2.66, 3.06], [-0.55, 3.49, 4.11], [-1.70, 4.26, 4.03], [-2.48, 4.19, 2.89], [-2.10, 3.32, 1.87], [-2.93, 3.22, 0.62], [-2.25, 2.51, -0.48], [-1.64, 3.42, -1.50], [-0.43, 4.14, -0.94], [0.61, 3.16, -0.53], [-1.01, 2.56, 1.96], [2.18, 4.47, 0.08], [0.91, 4.22, 1.25], [2.99, 3.08, 1.91], [3.01, 2.18, 0.40], [2.15, 0.72, 1.79], [1.78, 2.31, 3.70], [0.80, 0.86, 3.57], [0.09, 3.54, 4.98], [-1.98, 4.92, 4.84], [-3.37, 4.80, 2.78], [-3.25, 4.21, 0.31], [-3.85, 2.67, 0.86], [-2.95, 1.98, -0.98], [-2.37, 4.15, -1.85], [-1.36, 2.80, -2.36], [-0.71, 4.72, -0.06], [-0.05, 4.85, -1.67], [1.17, 2.93, -1.35], [-1.12, -0.66, 1.51], [-1.40, -1.87, 2.40], [-2.61, -2.80, 1.45], [-2.25, -3.04, -0.02], [-3.44, -2.80, -0.95], [-3.81, -1.33, -1.15], [-2.73, -0.33, -2.21], [-1.40, -0.17, -1.45], [-2.40, -1.42, -3.55], [-1.23, -2.16, -3.58], [-1.03, -3.03, -4.65], [-2.00, -3.15, -5.64], [-3.16, -2.39, -5.59], [-3.37, -1.51, -4.54], [0.03, -2.91, 2.25], [0.31, -3.72, 3.34], [1.39, -4.59, 3.27], [2.18, -4.63, 2.13], [1.90, -3.79, 1.06], [0.82, -2.93, 1.11], [-3.54, -2.24, 1.58], [-2.73, -3.73, 2.02], [-1.91, -4.07, -0.14], [-1.43, -2.39, -0.32], [-4.33, -3.31, -0.57], [-3.24, -3.26, -1.92], [-3.85, -0.77, -0.21], [-4.78, -1.23, -1.63], [-0.48, -2.04, -2.81], [-0.12, -3.61, -4.70], [-1.83, -3.83, -6.46], [-3.90, -2.48, -6.38], [-4.26, -0.90, -4.51], [-0.30, -3.68, 4.24], [1.61, -5.24, 4.11], [3.02, -5.31, 2.08], [2.51, -3.84, 0.16], [0.59, -2.28, 0.26], [4.69, 0.57, -2.51], [4.45, 0.02, -1.19], [5.57, -0.24, -0.27], [4.89, -0.97, 0.89], [3.47, -0.64, 0.67], [3.29, -0.22, -0.62], [1.76, -0.05, -1.37], [5.21, 1.53, -2.43], [3.75, 0.70, -3.03], [5.32, -0.12, -3.08], [6.03, 0.70, 0.03], [6.33, -0.84, -0.77], [5.23, -0.62, 1.86], [5.04, -2.05, 0.83], [2.77, -1.28, 1.02]],
  "mulliken_charge": [1.29, -0.88, -0.55, 0.27, -1.44, 0.85, -1.12, -0.67, -1.10, 0.73, -1.26, -0.01, -0.68, -0.93, -0.09, 1.03, 0.65, 0.43, 0.37, 0.08, 0.16, 0.54, 0.45, 0.58, 0.47, 0.58, 0.50, 0.54, 0.18, 0.57, 0.28, 0.37, 0.56, 0.34, -0.52, -0.07, -0.81, 0.82, -1.49, -0.65, 0.02, -0.52, 0.50, -0.24, -0.81, -0.52, -0.73, -0.36, 1.03, -0.63, -0.70, -0.64, -0.87, -0.47, 0.54, 0.54, 0.60, -0.86, 0.46, 0.45, 0.41, 0.71, 0.35, 0.46, 0.43, 0.45, 0.48, 0.50, 0.46, 0.47, 0.58, 0.44, -0.89, 0.03, -0.62, -0.58, 0.00, 0.66, -0.70, 0.34, 0.30, 0.33, 0.33, 0.44, 0.37, 0.26, -0.17]
}

[4]
{
  "formula": "C30H23IN4O4PdS",
  "method": "ωB97M-V with the def2-TZVPD basis set",
  "orbital_gap_ev": 3.7,
  "charge": -2,
  "homo_energy_ev": 0.6,
  "total_energy_ha": -2500.78819,
  "symbols": ["Pd", "I", "C", "C", "C", "C", "C", "C", "C", "C", "C", "C", "H", "H", "H", "H", "H", "H", "C", "C", "C", "C", "C", "N", "C", "O", "N", "C", "C", "C", "C", "N", "C", "C", "C", "H", "H", "H", "H", "H", "H", "H", "H", "H", "H", "H", "H", "H", "O", "S", "O", "N", "C", "O", "C", "C", "C", "C", "C", "C", "H", "H", "H", "H"],
  "xyz": [[0.70, -1.34, 0.80], [-0.60, -3.76, 1.48], [-2.13, -2.53, 2.28], [-3.19, -3.20, 2.82], [-4.25, -2.49, 3.42], [-4.18, -1.13, 3.49], [-3.08, -0.42, 2.94], [-3.04, 0.99, 3.07], [-1.97, 1.67, 2.54], [-0.96, 0.99, 1.85], [-0.90, -0.40, 1.67], [-2.01, -1.10, 2.28], [-3.21, -4.28, 2.78], [-5.09, -3.03, 3.84], [-4.98, -0.56, 3.97], [-3.84, 1.50, 3.60], [-1.91, 2.74, 2.67], [-0.14, 1.59, 1.44], [-2.47, 3.85, -0.78], [-2.60, 2.79, -1.84], [-2.65, 1.44, -1.49], [-2.72, 0.45, -2.46], [-2.72, 0.79, -3.80], [-2.76, -0.16, -4.85], [-2.59, -1.53, -4.80], [-3.19, -2.25, -5.58], [-1.73, -2.02, -3.86], [-0.58, -1.44, -3.26], [0.11, -0.34, -3.78], [1.24, 0.09, -3.09], [1.64, -0.57, -1.94], [0.96, -1.61, -1.43], [-0.12, -2.02, -2.09], [-2.69, 2.13, -4.16], [-2.64, 3.12, -3.19], [-2.71, 3.45, 0.20], [-3.14, 4.69, -0.98], [-1.45, 4.24, -0.74], [-2.60, 1.14, -0.45], [-2.75, -0.59, -2.14], [-3.29, 0.10, -5.66], [-1.79, -3.02, -3.78], [-0.22, 0.15, -4.68], [1.80, 0.94, -3.45], [2.51, -0.25, -1.38], [-0.65, -2.86, -1.64], [-2.68, 2.41, -5.21], [-2.61, 4.16, -3.49], [4.41, 2.41, 0.97], [4.06, 1.52, 2.06], [3.61, 2.16, 3.28], [3.11, 0.32, 1.59], [3.70, -0.88, 1.67], [3.22, -1.96, 1.36], [5.13, -0.79, 2.19], [6.03, -1.82, 2.40], [7.30, -1.50, 2.88], [7.65, -0.17, 3.14], [6.74, 0.86, 2.93], [5.48, 0.52, 2.46], [5.74, -2.84, 2.19], [8.03, -2.28, 3.05], [8.64, 0.06, 3.52], [6.99, 1.89, 3.13]],
  "mulliken_charge": [-1.00, -0.07, 0.12, -0.65, -0.37, -0.86, 1.21, -0.95, -0.71, -0.16, -0.65, 1.08, 0.34, 0.34, 0.28, 0.25, 0.47, 0.48, -1.39, 0.52, -0.19, -0.43, 0.30, -0.06, 0.25, -0.75, -0.01, 0.28, -0.25, -0.82, -0.09, -0.50, -0.24, -0.59, -0.68, 0.27, 0.44, 0.27, 0.15, 0.63, 0.26, 0.25, 0.47, 0.38, 0.36, 0.19, 0.37, 0.34, -0.71, 1.05, -0.71, -0.17, 0.73, -0.74, -0.07, -0.45, -0.48, -0.34, -0.52, -0.05, 0.47, 0.35, 0.35, 0.39]
}

[5]
{
  "formula": "C11H15N",
  "method": "ωB97M-V with the def2-TZVPD basis set",
  "smiles": "Cc1c[nH]c2ccccc12.CC",
  "orbital_gap_ev": 8.5,
  "charge": 0,
  "homo_energy_ev": -7.6,
  "total_energy_ha": -482.84587,
  "symbols": ["C", "C", "C", "C", "C", "C", "C", "C", "C", "N", "H", "H", "H", "H", "H", "H", "H", "H", "H", "C", "C", "H", "H", "H", "H", "H", "H"],
  "xyz": [[0.26, 1.99, -3.21], [-1.15, -0.38, -0.63], [-0.93, 1.02, -1.09], [-0.14, 0.88, -2.31], [0.00, -0.46, -2.58], [-1.81, -0.56, 0.57], [-2.29, 0.58, 1.23], [-1.30, 2.09, -0.28], [-1.95, 1.88, 0.98], [-0.62, -1.25, -1.63], [-0.76, -2.24, -1.57], [-2.22, -1.50, 0.86], [0.76, -0.88, -3.39], [-2.79, 0.26, 2.10], [-1.02, 3.03, -0.62], [1.34, 1.94, -3.26], [-0.04, 3.01, -2.99], [-2.13, 2.75, 1.63], [0.13, 1.66, -4.24], [2.51, -2.34, 2.19], [1.64, -1.21, 2.94], [3.52, -2.37, 2.50], [2.02, -3.27, 2.42], [2.43, -2.13, 1.12], [0.65, -1.50, 3.05], [2.15, -0.86, 3.86], [1.73, -0.15, 2.38]],
  "mulliken_charge": [-1.41, -0.18, 0.62, 0.65, -0.50, -0.68, -0.45, -0.31, -0.74, -0.05, 0.19, 0.41, 0.26, 0.39, 0.41, 0.37, 0.33, 0.37, 0.33, -0.78, -0.78, 0.32, 0.26, 0.21, 0.27, 0.32, 0.18]
}

[6]
{
  "formula": "C4H12NO3",
  "method": "ωB97M-V with the def2-TZVPD basis set",
  "orbital_gap_ev": 7.9,
  "charge": -1,
  "homo_energy_ev": -3.9,
  "total_energy_ha": -440.08819,
  "symbols": ["C", "C", "C", "O", "N", "C", "O", "H", "H", "H", "H", "H", "H", "H", "H", "H", "H", "H", "H", "O"],
  "xyz": [[0.64, 0.50, 0.77], [1.57, -0.20, -0.26], [2.83, -0.63, 0.53], [1.05, -1.42, -0.76], [-0.40, 1.50, 0.34], [-1.16, 1.17, -0.92], [-1.54, -0.12, -1.12], [0.36, -0.18, 1.59], [1.34, 1.12, 1.35], [1.84, 0.53, -1.02], [3.39, 0.29, 0.77], [3.43, -1.25, -0.13], [2.72, -1.15, 1.49], [0.08, -1.20, -0.89], [-1.18, 1.32, 0.98], [-2.08, 1.79, -0.90], [-0.56, 1.62, -1.77], [-2.38, -1.37, 1.50], [-2.14, -0.45, 0.20], [-2.68, -0.56, 1.09]],
  "mulliken_charge": [-0.78, 0.60, -1.47, -0.62, -0.55, -0.49, -0.90, 0.24, 0.35, 0.18, 0.39, 0.38, 0.30, 0.47, 0.39, 0.35, 0.30, 0.25, 0.36, -0.75]
}

Energy relative to the best compared isomer or geometry (same formula, charge and spin) per entry: 10.89; 48.36; 0.00; 0.00; 43.49; 12.52 kcal per mole